# 1
95
Properties=species:S:1:pos:R:3 method="wB97M-V/def2-TZVPD" e_homo_ev=-7.20 charge=0 orbital_gap_ev=5.99 e_tot_ha=-4720.0468 relative_energy_ev=2.984 lumo_ev=-1.21
Zr 0.24457 0.79236 -2.48018
S -1.16545 1.56515 0.39793
C -0.20723 0.85695 1.53440
N -0.65637 0.29692 2.66960
C 0.27778 -0.31974 3.60352
C 1.48885 0.56226 3.71510
N 2.06280 0.74118 2.38310
C 3.52955 0.71469 2.31811
C 4.04834 -0.69047 2.50292
C 3.79501 -1.65647 1.53013
C 4.23996 -2.95625 1.70755
C 4.94411 -3.30395 2.85433
C 5.20524 -2.34546 3.82148
C 4.75605 -1.04256 3.64510
C 1.28404 0.83062 1.31022
S 1.93633 0.93791 -0.22257
C -2.06498 0.28676 3.06556
C -2.27734 1.11664 4.30768
C -2.79954 0.55521 5.46495
C -2.98145 1.33035 6.60392
C -2.63492 2.67242 6.59122
C -2.11127 3.24062 5.43558
C -1.93512 2.46742 4.29940
H 0.56675 -1.31908 3.26078
H -0.21458 -0.40840 4.57022
H 2.24369 0.09031 4.34183
H 1.21950 1.53068 4.14689
H 3.89831 1.36548 3.11355
H 3.83772 1.13082 1.36325
H 3.25869 -1.38580 0.62771
H 4.04259 -3.69644 0.94267
H 5.29483 -4.31861 2.98970
H 5.75925 -2.60835 4.71305
H 4.96644 -0.29255 4.39988
H -2.37006 -0.74815 3.23423
H -2.64124 0.67926 2.23199
H -3.07027 -0.49469 5.47586
H -3.39164 0.88284 7.49972
H -2.77485 3.27703 7.47750
H -1.84884 4.29040 5.41924
H -1.53867 2.91107 3.39211
C 0.49181 -2.24244 -0.11250
Si -1.18891 -2.08276 -0.93770
C -2.51945 -2.04125 0.38926
C -1.46660 -3.62640 -1.98182
N -1.21082 -0.59983 -1.85567
C -2.29787 -0.27485 -2.69224
C -3.30174 -1.17555 -3.07435
C -4.32598 -0.80841 -3.92660
C -4.36594 0.47392 -4.45750
C -3.38944 1.38351 -4.10347
C -2.37549 1.04825 -3.19896
N -1.40256 1.97467 -2.76942
Si -1.73537 3.69304 -2.68261
C -1.75491 4.47945 -4.39020
C -0.41491 4.50456 -1.63254
C -3.39379 3.91396 -1.84240
H 0.51087 -1.76136 0.86928
H 1.29883 -1.82680 -0.71822
H 0.70943 -3.30275 0.04055
H -2.19963 -2.59983 1.27436
H -3.45946 -2.47484 0.04493
H -2.71511 -1.00820 0.68084
H -0.79884 -4.43024 -1.66406
H -1.27654 -3.43352 -3.03761
H -2.48896 -3.99745 -1.88394
H -3.28759 -2.18535 -2.69108
H -5.08934 -1.53095 -4.18497
H -5.15329 0.76052 -5.14225
H -3.40864 2.38224 -4.52000
H -1.58010 3.73154 -5.16543
H -0.96663 5.22830 -4.47912
H -2.70869 4.96998 -4.59863
H 0.04262 3.80756 -0.92982
H -0.86735 5.31331 -1.05206
H 0.37974 4.93001 -2.24486
H -4.21969 3.49958 -2.42074
H -3.58970 4.97806 -1.68529
H -3.38821 3.42762 -0.86321
F 0.93200 1.74382 -4.54824
C 2.01463 2.63800 -4.25786
F 1.70297 2.42916 -2.52842
F 1.42011 3.80683 -4.38723
S 1.74777 -1.19277 -4.07770
O 2.61385 -1.07625 -5.19474
O 2.15351 -0.49227 -2.83930
O 0.32734 -0.82939 -4.26589
C 4.18573 -5.62467 -2.15534
O 3.01533 -4.94398 -2.61906
C 3.14948 -3.68099 -3.02799
S 4.50289 -2.79467 -3.01514
S 1.53214 -3.22075 -3.57697
H 3.84874 -6.62202 -1.89005
H 4.60864 -5.11223 -1.29214
H 4.93655 -5.66346 -2.94307

=====

# 2
90
Properties=species:S:1:pos:R:3 method="wB97M-V/def2-TZVPD" e_homo_ev="-12.79 / -12.82" charge=+2 orbital_gap_ev="6.25 / 6.58" e_tot_ha=-3496.9931 s_squared=16.082 multiplicity=8 relative_energy_ev=0.000 lumo_ev="-6.54 / -6.24"
Gd 0.87294 0.17318 0.03642
C 3.52086 4.94776 1.95911
C 3.86215 5.64201 0.66486
C 4.90351 6.56770 0.62790
C 5.22557 7.25418 -0.53204
C 4.50595 7.02893 -1.69713
C 3.47924 6.10221 -1.69419
C 3.16369 5.41404 -0.52730
N 2.07765 4.47187 -0.58199
C 2.18576 3.15055 -0.36109
N 3.47122 2.68412 -0.35868
C 4.03153 1.42871 -0.14958
C 3.25594 0.26172 0.05983
C 3.94957 -0.92298 0.27237
C 5.34040 -0.96915 0.25968
C 6.07769 0.19630 0.02845
C 5.45590 1.40655 -0.18051
C 6.25813 2.65657 -0.42897
N 1.14455 2.36793 -0.18809
C -0.17723 2.93209 -0.28148
C -0.77966 3.00675 -1.54121
C -2.07155 3.48320 -1.67403
C -2.76943 3.88673 -0.54293
C -2.16917 3.81762 0.70310
C -0.86521 3.35120 0.86447
C -0.23545 3.36367 2.23399
H 3.79681 5.57605 2.80407
H 4.06177 4.00309 2.06835
H 2.45477 4.73108 2.03243
H 5.45321 6.76532 1.54105
H 6.03090 7.97733 -0.52284
H 4.74763 7.56683 -2.60383
H 2.91524 5.90121 -2.59703
H 1.14250 4.83261 -0.70140
H 4.14546 3.41689 -0.53796
H 3.40763 -1.84863 0.43661
H 5.85322 -1.91042 0.41389
H 7.16021 0.15087 0.01551
H 7.32151 2.43878 -0.37204
H 6.04553 3.43787 0.30858
H 6.06208 3.06491 -1.42601
H -0.21928 2.67879 -2.40976
H -2.53240 3.53477 -2.65272
H -3.78008 4.26312 -0.63516
H -2.71596 4.14627 1.57988
H -0.92954 2.97951 2.98175
H 0.01403 4.38643 2.52592
H 0.68223 2.78428 2.27016
S -1.81942 -0.32368 -0.45020
C -2.15405 -1.93835 -0.08226
N -3.36312 -2.36700 0.21236
C -3.61644 -3.81034 0.33381
C -2.81014 -4.50783 -0.72468
N -1.39321 -4.19131 -0.49330
C -0.45910 -5.33311 -0.60449
C -0.71738 -6.35452 0.48348
C -0.45593 -6.04601 1.81772
C -0.72579 -6.97368 2.81231
C -1.25403 -8.21635 2.48191
C -1.50952 -8.52985 1.15625
C -1.24393 -7.59938 0.15902
C -1.05285 -2.98442 -0.10044
S 0.51950 -2.59073 0.38194
C -4.55836 -1.50265 0.31339
C -5.49828 -1.73186 -0.85197
C -6.74388 -2.30995 -0.63692
C -7.59927 -2.55163 -1.70490
C -7.20946 -2.22242 -2.99351
C -5.96506 -1.64319 -3.21487
C -5.11268 -1.39636 -2.14943
H -4.67728 -3.98269 0.17487
H -3.34104 -4.16196 1.33084
H -3.11310 -4.18285 -1.72273
H -2.93418 -5.58415 -0.64674
H 0.55493 -4.95092 -0.57149
H -0.63161 -5.78279 -1.58250
H -0.02315 -5.08605 2.07760
H -0.51281 -6.73336 3.84596
H -1.45525 -8.94368 3.25779
H -1.91163 -9.50010 0.89428
H -1.43286 -7.85379 -0.87946
H -4.23163 -0.47040 0.37930
H -5.05699 -1.77115 1.24534
H -7.05827 -2.56036 0.37172
H -8.57066 -2.99524 -1.52745
H -7.87688 -2.40795 -3.82511
H -5.66351 -1.37491 -4.21938
H -4.15202 -0.92508 -2.32572
O 1.33370 -0.18964 3.48194
C 0.66464 0.00127 2.60536

=====

# 3
92
Properties=species:S:1:pos:R:3 method="wB97M-V/def2-TZVPD" e_homo_ev=-2.29 charge=-2 orbital_gap_ev=5.95 e_tot_ha=-4994.1175 relative_energy_ev=2.073 lumo_ev=3.66
Na -0.40101 -1.50862 -0.47054
O -1.78262 -1.58039 3.26830
S -0.50593 -1.04729 2.84245
O 0.65567 -1.70884 3.40954
O -0.42384 -0.83202 1.39515
C -0.45467 0.61656 3.52544
C -0.96867 0.74380 4.81699
C -1.04256 1.98130 5.42531
C -0.62147 3.11110 4.72921
C -0.11227 2.97810 3.45151
C 0.01181 1.72728 2.83308
P 0.70353 1.63751 1.09990
C -0.69122 2.52961 0.28553
C -0.71732 3.86694 -0.09381
C -1.83563 4.39380 -0.72950
C -2.93472 3.59116 -0.99479
C -2.91842 2.25512 -0.61612
C -1.80557 1.73108 0.01770
C 2.05071 2.88733 1.18078
C 2.77169 3.17328 2.33976
C 3.93084 3.93655 2.28885
C 4.39838 4.42484 1.07792
C 3.70018 4.13500 -0.08777
C 2.54909 3.36572 -0.03630
H -1.33133 -0.14864 5.30850
H -1.44915 2.07409 6.42535
H -0.70196 4.09407 5.17888
H 0.20090 3.86435 2.91251
H 0.13123 4.51044 0.10105
H -1.83806 5.43589 -1.02796
H -3.79155 3.99864 -1.51731
H -3.75374 1.60607 -0.84763
H -1.78375 0.67867 0.28473
H 2.42984 2.78733 3.29217
H 4.47420 4.14469 3.20292
H 5.30834 5.01109 1.03873
H 4.06077 4.49739 -1.04271
H 2.02843 3.11772 -0.95545
N -6.42271 0.31206 1.61200
C -5.61020 -0.48970 0.78501
C -4.26231 -0.65385 1.07386
C -3.46766 -1.46353 0.27862
C -4.00790 -2.13210 -0.80300
C -5.35919 -1.98189 -1.08901
C -6.15391 -1.16479 -0.30715
S -3.15476 -3.29850 -1.84697
O -3.51813 -2.96289 -3.20139
O -3.59402 -4.58987 -1.35366
N -1.57991 -3.01317 -1.52458
C -0.72344 -3.89902 -2.06993
N 0.58559 -3.77498 -1.71103
C 1.42918 -4.67287 -2.18154
C 1.06536 -5.71298 -3.01787
C -0.28099 -5.73345 -3.36553
N -1.15832 -4.86225 -2.92517
H -5.89541 1.00200 2.12502
H -7.20076 0.73198 1.12767
H -3.81921 -0.14703 1.92446
H -2.42236 -1.53693 0.51289
H -5.76810 -2.49711 -1.94850
H -7.20488 -1.04099 -0.54795
H 2.46634 -4.55421 -1.86906
H 1.77751 -6.43764 -3.38499
H -0.67002 -6.49482 -4.03926
C 2.58065 -2.95517 0.99401
N 2.92999 -1.62339 0.52955
C 3.42026 -0.81444 1.62565
C 3.84130 -1.64092 -0.59406
C 3.71292 -0.38753 -1.45407
N 2.56657 -0.39173 -2.33793
C 2.71343 -1.30415 -3.45086
C 2.29207 0.95105 -2.81440
H 3.47102 -3.52598 1.32485
H 2.07897 -3.49922 0.19544
H 1.89787 -2.86277 1.83626
H 4.36715 -1.21672 2.03899
H 2.67554 -0.79560 2.42074
H 3.60510 0.21049 1.29678
H 3.61968 -2.52489 -1.19471
H 4.89281 -1.73260 -0.25755
H 4.65303 -0.23704 -2.02511
H 3.60047 0.47027 -0.78713
H 3.60373 -1.06536 -4.06712
H 1.82578 -1.24309 -4.07996
H 2.79786 -2.33365 -3.10526
H 3.15791 1.38318 -3.35357
H 2.04407 1.59889 -1.97210
H 1.43864 0.94088 -3.48867
Cl -0.87715 -0.44107 -4.38226
Si -1.26563 0.59807 -2.53434
Cl -3.41122 0.77651 -2.67535
Cl -0.82280 2.65376 -3.25308

=====

# 4
75
Properties=species:S:1:pos:R:3 method="wB97M-V/def2-TZVPD" e_homo_ev="-10.71 / -11.10" charge=+1 orbital_gap_ev="8.88 / 6.44" e_tot_ha=-1839.8061 s_squared=6.092 multiplicity=5 relative_energy_ev=0.000 lumo_ev="-1.83 / -4.66"
Pd -0.19792 -0.23236 0.11918
C -4.86703 -1.44469 -1.51729
Si -3.49003 -0.52507 -0.66314
C -4.10001 -0.14561 1.04158
C -3.01389 0.92622 -1.71035
N -1.98447 -1.49498 -0.37896
C -1.73806 -2.78926 -0.61887
C -2.46890 -3.58172 -1.55486
C -2.10518 -4.88441 -1.81488
C -1.03563 -5.47203 -1.14032
C -0.31649 -4.73397 -0.19541
C -0.65004 -3.42451 0.04923
H -5.75147 -0.80663 -1.42533
H -5.10616 -2.39405 -1.03379
H -4.70526 -1.61816 -2.58206
H -4.92370 0.57188 0.98227
H -3.32604 0.26818 1.68385
H -4.49350 -1.06120 1.49155
H -3.68159 1.76806 -1.50586
H -3.10827 0.66616 -2.76691
H -1.99662 1.26821 -1.52424
H -3.28391 -3.13471 -2.09721
H -2.65837 -5.45791 -2.54666
H -0.76961 -6.50154 -1.33938
H 0.48993 -5.20031 0.35572
H -0.13380 -2.85831 0.81479
C 3.00425 -3.38251 -2.70195
N 1.80711 -2.70970 -2.23797
C 1.60006 -1.38521 -2.27631
N 2.55091 -0.60530 -2.83593
O 0.56362 -0.88446 -1.79158
H 2.96495 -4.41806 -2.37502
H 3.89629 -2.92956 -2.26513
H 3.08253 -3.37553 -3.79114
H 1.05752 -3.24035 -1.82274
H 3.27072 -0.98709 -3.42362
H 2.32077 0.36736 -2.94555
C 3.01567 4.36590 1.41525
C 2.18872 4.05395 0.34221
C 1.80868 2.74513 0.11336
C 2.30981 1.72288 0.92516
C 3.14966 2.03988 2.00281
C 3.48143 3.35846 2.25339
N 1.95330 0.40643 0.64990
C 2.95146 -0.54395 0.68722
C 2.60942 -1.88252 0.93574
C 3.57061 -2.87169 0.94644
C 4.89944 -2.55567 0.67483
C 5.25291 -1.23867 0.39683
C 4.29956 -0.23831 0.40791
H 3.28767 5.39584 1.60476
H 1.82334 4.83963 -0.30547
H 1.14261 2.49177 -0.69972
H 3.50187 1.24890 2.65234
H 4.10653 3.60255 3.10180
H 1.57827 -2.11645 1.16717
H 3.29127 -3.89206 1.17502
H 5.65289 -3.33207 0.67856
H 6.28127 -0.99162 0.16867
H 4.57341 0.77915 0.16537
C -3.34590 4.07966 0.83593
C -2.13132 3.73569 1.70826
C -1.14466 4.90929 1.70599
C -2.59009 3.44890 3.14611
C -1.47894 2.52578 1.17931
C -0.96211 1.48333 0.81889
H -3.84256 4.96800 1.23053
H -4.06277 3.25730 0.82917
H -3.04265 4.28330 -0.19251
H -1.64826 5.81316 2.05435
H -0.76586 5.09488 0.69995
H -0.29716 4.70669 2.36231
H -3.10263 4.32627 3.54591
H -1.73855 3.21968 3.78715
H -3.27904 2.60372 3.17335

=====

# 5
15
Properties=species:S:1:pos:R:3 method="wB97M-V/def2-TZVPD" e_homo_ev=-9.24 charge=0 orbital_gap_ev=9.98 e_tot_ha=-341.8524 relative_energy_ev=4.117 lumo_ev=0.73
C 2.31820 0.30542 -0.20735
N 1.05287 -0.40990 -0.13390
C -0.08552 0.42625 -0.24815
C -0.71280 1.00292 0.84742
N -1.60713 1.08880 1.63184
H 2.40290 0.76323 -1.19800
H 2.40115 1.10216 0.54870
H 3.13954 -0.40487 -0.08360
H 1.00087 -0.98437 0.70214
H -0.09573 1.04436 -1.14851
H -2.27286 0.20239 1.26697
C -1.67154 -0.88474 -0.52775
O -2.62720 -0.73820 0.31257
H -0.98265 -1.75522 -0.43233
H -1.81252 -0.53372 -1.57488

=====

# 6
61
Properties=species:S:1:pos:R:3 method="wB97M-V/def2-TZVPD" e_homo_ev=-11.13 charge=+1 orbital_gap_ev=7.86 e_tot_ha=-4576.1544 relative_energy_ev=0.423 lumo_ev=-3.27
In -1.34451 0.13084 -0.07621
C -2.55090 5.16881 1.85789
C -2.87718 3.72662 2.14338
C -3.39791 3.22300 3.40397
C -3.70667 1.90772 3.51665
C -3.39164 1.02256 2.47222
Br -3.62386 -0.82836 2.95242
N -2.80364 1.42015 1.34289
C -2.54217 2.77894 1.19787
H -3.06773 5.85026 2.53846
H -2.80441 5.47323 0.83304
H -1.46534 5.36251 1.95082
H -3.75779 3.90327 4.18997
H -4.12697 1.53902 4.42611
H -2.09563 3.10848 0.24411
C -4.77860 -2.52618 -2.52926
C -5.12588 -1.40703 -1.77582
C -4.13585 -0.70539 -1.06604
C -2.82337 -1.14002 -0.99847
C -2.53755 -2.35450 -1.65949
C -3.47378 -3.02260 -2.43125
H -5.49929 -3.09718 -3.11417
H -6.14326 -1.15031 -1.64904
H -4.52608 0.05604 -0.45485
H -1.57938 -2.88199 -1.48089
H -3.24288 -4.00927 -2.85740
S 3.59030 -2.80897 3.49618
C 2.20802 -2.22920 2.62135
C 1.13003 -2.98397 2.10440
C 0.07313 -2.32584 1.45444
N 0.13484 -0.98156 1.24520
C 1.15804 -0.26201 1.74627
C 2.22705 -0.82958 2.43746
C 3.96138 -4.20800 2.43658
C 4.46753 -4.01026 1.14071
C 4.79001 -5.14572 0.39773
N 4.54654 -6.39180 0.81810
C 4.05443 -6.54810 2.02457
C 3.69906 -5.50089 2.86235
H 1.03962 -4.08474 2.19242
H -0.85151 -2.82908 1.14969
H 1.14011 0.81863 1.58076
H 3.11402 -0.25368 2.81651
H 4.51742 -3.02310 0.66626
H 5.17573 -5.04082 -0.60887
H 3.95730 -7.58070 2.39974
H 3.14892 -5.68238 3.79844
N 4.67573 5.12371 -6.33832
C 3.90455 4.77514 -5.55395
C 2.94961 4.26520 -4.61943
C 2.79757 4.87558 -3.32756
C 1.93708 4.26696 -2.40847
C 1.27812 3.05908 -2.76536
C 1.44783 2.49178 -4.04251
C 2.27174 3.08915 -4.96886
C 0.44632 2.30142 -1.90370
C -0.20106 1.51801 -1.18424
H 3.41920 5.72842 -3.05630
H 1.94028 4.63178 -1.37061
H 0.91466 1.57672 -4.24419
H 2.35866 2.65022 -5.97369